Here is a gas-phase ion, C6H9BrNS (charge +1) in a non-equilibrium geometry from the Open Molecules 2025 dataset. Energies are from ωB97M-V/def2-TZVPD.

Orbital gap (alpha / beta), eV: 7.15 / 7.19
Strongest force on any atom, eV/A: 4.64
M, g/mol: 207.1
Energy above the lowest of the compared OMol25 structures with the same formula, charge and spin, kcal/mol: 91.2
Total charge: +1

Structure (XYZ):
```
18
Properties=species:S:1:pos:R:3:nbo_charge:R:1
C -1.0894 -1.6684 -0.9219 -0.407
C -0.8257 -0.6357 -0.0859 0.192
C 1.5115 -1.9746 -1.1341 -0.321
C -2.0173 0.1860 0.2195 -0.686
C 1.0354 1.8603 0.1764 -0.657
C 1.0791 0.5947 0.9325 -0.281
N 0.4002 -0.4657 0.3301 -0.246
S 0.1185 -2.7857 -1.3630 0.728
Br 3.0865 -2.3547 -0.4636 0.411
H -2.1651 -1.9960 -1.2388 0.291
H -2.2035 0.5175 1.2263 0.262
H -2.0151 1.1707 -0.3932 0.263
H -2.9900 -0.1723 -0.1468 0.255
H 1.3005 2.8152 0.7022 0.254
H 0.0463 2.1968 -0.1981 0.226
H 1.7770 1.8758 -0.6252 0.233
H 0.8769 0.7097 2.0297 0.259
H 2.0742 0.1266 0.9539 0.223
```